1.
Density functional theory data (ωB97M-V/def2-TZVPD) for 13 unconnected molecules or ions with the total composition C42H113N3O16 in a non-equilibrium geometry.

As for the energy above the lowest of the compared OMol25 structures with the same formula, charge and spin: 12.4 kcal per mole. The molar mass is 916.4 u. The HOMO-LUMO gap is 8.9 eV. As for the LUMO energy: 0.466 eV.

```
! wB97M-V def2-TZVPD RIJCOSX def2/J DEFGRID3
* xyz 0 1
C 3.65 -17.16 -35.56
O 2.50 -17.75 -34.99
H 3.52 -16.07 -35.67
H 4.54 -17.25 -34.94
H 3.86 -17.59 -36.54
H 2.74 -18.21 -34.18
C -2.43 -23.14 -36.49
O -2.40 -24.35 -37.25
H -1.73 -23.30 -35.67
H -2.06 -22.31 -37.10
H -3.42 -22.86 -36.13
H -3.23 -24.81 -37.14
C 5.72 -19.46 -28.09
O 5.98 -19.40 -26.69
H 5.90 -18.49 -28.55
H 6.34 -20.23 -28.58
H 4.67 -19.72 -28.23
H 5.37 -19.99 -26.24
C -1.34 -24.43 -30.64
O -2.53 -24.09 -31.32
C -2.32 -23.47 -32.58
C -3.61 -22.81 -33.03
N -3.76 -21.44 -32.49
C -3.64 -21.33 -31.03
C -4.82 -21.94 -30.28
O -6.01 -21.55 -30.95
C -7.16 -22.17 -30.43
H -1.51 -25.37 -30.12
H -1.12 -23.68 -29.87
H -0.50 -24.50 -31.33
H -1.98 -24.21 -33.31
H -1.53 -22.70 -32.50
H -4.41 -23.51 -32.75
H -3.56 -22.72 -34.12
H -4.76 -21.26 -32.61
H -3.57 -20.27 -30.80
H -2.77 -21.86 -30.64
H -4.81 -21.60 -29.24
H -4.74 -23.03 -30.32
H -7.10 -22.36 -29.36
H -7.35 -23.10 -30.99
H -8.01 -21.51 -30.61
C -3.62 -13.80 -23.33
O -3.22 -14.94 -24.04
C -4.29 -15.60 -24.67
C -3.77 -16.43 -25.80
N -2.72 -17.32 -25.34
C -1.96 -17.97 -26.37
C -2.85 -18.76 -27.32
O -2.13 -19.73 -28.06
C -1.27 -19.17 -29.02
H -2.76 -13.37 -22.83
H -4.32 -14.05 -22.50
H -4.17 -13.10 -23.96
H -5.07 -14.93 -25.05
H -4.86 -16.21 -23.95
H -3.32 -15.72 -26.52
H -4.53 -16.99 -26.34
H -2.14 -16.84 -24.66
H -1.23 -18.65 -25.93
H -1.35 -17.25 -26.96
H -3.36 -18.07 -28.01
H -3.62 -19.30 -26.78
H -1.82 -18.67 -29.83
H -0.68 -19.98 -29.45
H -0.50 -18.56 -28.53
C 0.54 -21.93 -34.19
O 1.04 -21.25 -33.06
C 0.43 -19.99 -32.91
C 1.19 -19.20 -31.87
N 2.55 -19.00 -32.39
C 3.51 -18.46 -31.42
C 3.03 -17.15 -30.84
O 2.00 -17.26 -29.91
C 2.42 -17.63 -28.60
H -0.55 -21.99 -34.17
H 0.97 -22.92 -34.30
H 0.78 -21.30 -35.06
H -0.64 -20.11 -32.70
H 0.49 -19.40 -33.84
H 1.20 -19.67 -30.87
H 0.71 -18.23 -31.75
H 2.82 -19.89 -32.78
H 4.43 -18.29 -31.97
H 3.70 -19.17 -30.61
H 2.73 -16.47 -31.64
H 3.93 -16.66 -30.42
H 3.22 -16.98 -28.24
H 2.80 -18.65 -28.59
H 1.56 -17.59 -27.94
C 4.50 -21.89 -32.15
C 3.57 -22.17 -30.97
C 3.23 -23.64 -30.84
O 4.31 -21.79 -29.75
H 4.59 -22.75 -32.81
H 5.53 -21.67 -31.85
H 4.14 -21.07 -32.76
H 2.66 -21.58 -30.92
H 2.32 -23.90 -31.37
H 3.06 -23.85 -29.77
H 4.06 -24.31 -31.08
H 5.22 -22.02 -29.96
C -1.26 -15.63 -31.05
C -0.15 -14.64 -30.72
C -0.67 -13.24 -30.52
O 0.46 -15.05 -29.49
H -0.84 -16.62 -31.21
H -1.84 -15.31 -31.92
H -2.02 -15.58 -30.27
H 0.61 -14.68 -31.51
H -1.48 -13.20 -29.78
H -0.98 -12.78 -31.46
H 0.12 -12.62 -30.09
H 0.97 -15.85 -29.67
C 7.03 -14.51 -25.38
C 5.55 -14.83 -25.44
C 5.29 -16.00 -26.37
O 5.17 -15.19 -24.10
H 7.24 -13.61 -24.81
H 7.45 -14.42 -26.38
H 7.54 -15.36 -24.92
H 4.96 -13.97 -25.77
H 4.24 -16.24 -26.48
H 5.83 -16.89 -26.02
H 5.69 -15.82 -27.38
H 4.24 -14.97 -23.99
C 3.36 -24.62 -35.74
C 2.22 -24.97 -36.71
C 1.75 -23.78 -37.52
O 2.73 -25.99 -37.57
H 2.97 -24.45 -34.74
H 3.82 -23.69 -36.09
H 4.06 -25.45 -35.72
H 1.37 -25.34 -36.13
H 1.75 -22.82 -36.99
H 0.72 -23.93 -37.87
H 2.33 -23.61 -38.43
H 2.05 -26.18 -38.23
C 7.57 -17.47 -32.94
C 7.38 -16.61 -31.69
C 6.40 -15.47 -31.86
O 6.97 -17.46 -30.60
H 8.59 -17.85 -32.93
H 7.54 -16.87 -33.85
H 6.85 -18.28 -32.98
H 8.37 -16.23 -31.41
H 5.39 -15.86 -31.92
H 6.67 -14.91 -32.75
H 6.45 -14.78 -31.02
H 7.76 -17.71 -30.11
C -4.22 -19.06 -35.18
C -2.71 -19.10 -35.05
C -2.18 -17.99 -34.16
O -2.25 -20.40 -34.68
H -4.58 -18.06 -35.43
H -4.70 -19.41 -34.27
H -4.53 -19.69 -36.02
H -2.22 -18.94 -36.01
H -2.32 -17.02 -34.64
H -1.13 -18.12 -33.90
H -2.69 -17.96 -33.18
H -2.68 -20.70 -33.85
C 2.18 -23.69 -26.66
C 1.43 -22.53 -27.32
C 0.08 -22.31 -26.64
O 2.26 -21.35 -27.24
H 3.00 -24.01 -27.30
H 1.53 -24.55 -26.52
H 2.61 -23.35 -25.72
H 1.20 -22.75 -28.36
H -0.32 -21.32 -26.84
H 0.08 -22.46 -25.56
H -0.66 -22.98 -27.08
H 2.59 -21.26 -28.14
*
```

2.
Density functional theory data (ωB97M-V/def2-TZVPD) for C13H18N2 in the gas phase.

As for the energy above the lowest of the compared OMol25 structures with the same formula, charge and spin: 0.0 kcal per mole. As for the SMILES: Cc1ccc2c(c1)[C@H]1CN(C)CC[C@H]1N2. The molar mass is 202.3 u. The HOMO-LUMO gap is 8.4 eV. As for the LUMO energy: 0.975 eV.

```
! wB97M-V def2-TZVPD RIJCOSX def2/J DEFGRID3
* xyz 0 1
C -4.15 -1.78 -0.18
C -3.16 -0.67 -0.03
C -3.52 0.65 -0.28
C -2.62 1.70 -0.14
C -1.33 1.40 0.27
C -0.96 0.08 0.53
C -1.86 -0.95 0.39
C 0.49 0.05 0.95
C 1.35 -0.98 0.21
N 2.73 -0.55 0.26
C 3.68 -1.60 0.00
C 2.97 0.61 -0.58
C 1.74 1.51 -0.68
C 0.95 1.50 0.64
N -0.29 2.26 0.55
H -4.37 -2.23 0.79
H -3.75 -2.57 -0.82
H -5.08 -1.42 -0.62
H -4.53 0.87 -0.60
H -2.92 2.71 -0.34
H -1.56 -1.97 0.58
H 0.57 -0.13 2.02
H 1.27 -1.95 0.72
H 0.99 -1.12 -0.82
H 4.69 -1.21 0.13
H 3.59 -2.02 -1.02
H 3.53 -2.41 0.72
H 3.81 1.16 -0.15
H 3.26 0.31 -1.60
H 2.05 2.53 -0.92
H 1.08 1.17 -1.47
H 1.58 1.91 1.44
H -0.25 3.14 0.06
*
```